Record 1
10
Properties=species:S:1:pos:R:3 method="wB97M-V/def2-TZVPD" smiles="C#C[C@@H](O)C=O" charge=0 e_homo_ev=-10.3
O -0.426 -1.500 0.402
H 0.375 1.547 1.393
C 0.157 0.599 -2.114
C -0.358 0.146 -1.045
C -0.726 -0.172 0.346
C 0.315 0.387 1.145
O 1.354 -0.387 1.490
H -1.737 0.182 0.384
H 0.260 -1.451 1.083
H 0.786 0.649 -3.084



Record 2
10
Properties=species:S:1:pos:R:3 method="wB97M-V/def2-TZVPD" smiles="C#CC(=O)CO" charge=0 e_homo_ev=-10.7
C -2.193 1.047 -0.733
H -3.226 1.287 -0.867
H 1.250 -1.334 -0.766
C 0.705 -0.947 0.110
C -1.027 0.790 -0.570
O 1.168 1.387 -0.045
C 0.349 0.503 -0.191
O 1.508 -1.042 1.257
H -0.205 -1.546 0.229
H 1.670 -0.145 1.576



Record 3
10
Properties=species:S:1:pos:R:3 method="wB97M-V/def2-TZVPD" charge=0 e_homo_ev=-8.9
H 2.815 -1.913 -0.040
H -0.139 2.336 0.682
C 0.930 -0.682 0.197
C 0.280 1.943 -0.269
O -0.175 0.038 0.322
C 1.914 -1.356 0.083
O -2.396 0.000 0.008
C -1.385 -0.612 0.050
H -1.231 -1.690 -0.100
H -0.613 1.937 -0.932



Record 4
10
Properties=species:S:1:pos:R:3 method="wB97M-V/def2-TZVPD" charge=0 e_homo_ev="-8.2 / -8.3"
O 0.633 -1.469 1.886
H 0.745 1.054 -0.214
C 0.809 -0.830 0.865
C -0.103 0.606 -0.931
H 1.753 -0.834 0.293
H -0.640 0.807 -2.975
H -1.202 -0.473 1.842
O -1.420 -0.023 0.998
C -0.272 1.226 -2.044
C -0.302 -0.064 0.281



Record 5
11
Properties=species:S:1:pos:R:3 method="wB97M-V/def2-TZVPD" multiplicity=5 charge=+3 e_homo_ev="-24.5 / -24.4"
H 0.481 1.002 1.700
C -1.665 0.243 0.247
C -0.376 0.522 -1.438
O 1.749 -0.450 0.764
C 0.645 0.006 1.028
C -0.330 0.597 0.184
O 0.194 -0.586 -1.806
H -2.406 0.948 -0.137
Rh 3.306 -1.021 1.473
H -1.971 -0.682 0.741
H 0.373 -0.579 -2.756



Record 6
11
Properties=species:S:1:pos:R:3 method="wB97M-V/def2-TZVPD" charge=0 e_homo_ev=-9.5
O -0.875 -2.456 -1.440
C -0.589 -0.167 -1.061
H -1.128 -0.036 -1.996
O 0.816 -0.160 1.452
C 0.527 1.027 0.881
C -0.195 0.927 -0.394
H -0.432 1.864 -0.834
H 1.296 0.029 2.277
C -0.434 -1.604 -0.709
S 0.943 2.450 1.573
H 0.071 -1.873 0.251



Record 7
11
Properties=species:S:1:pos:R:3 method="wB97M-V/def2-TZVPD" charge=0 e_homo_ev=-7.8
S 1.349 1.332 -1.893
O 0.098 0.875 0.402
C -0.779 -1.079 0.099
H 0.046 -1.381 -1.987
C -0.363 -0.597 -1.167
O -1.154 0.063 2.241
H 2.195 2.248 -1.155
C -0.617 -0.084 0.975
C 0.230 0.551 -0.951
H -0.156 0.450 3.134
H -0.848 -2.378 0.305



Record 8
12
Properties=species:S:1:pos:R:3 method="wB97M-V/def2-TZVPD" smiles="O=C(S)C1=COCS1" charge=0 e_homo_ev=-8.3
C 0.229 -1.088 -0.105
H -0.347 -2.064 -0.309
O 1.577 -1.296 -0.075
S 0.923 1.360 0.173
C 2.241 0.038 0.122
C -0.263 0.142 -0.171
S -2.897 -0.580 0.216
H -3.592 0.557 -0.032
C -1.642 0.683 -0.130
H 2.968 0.213 -0.631
O -1.913 1.835 -0.191
H 2.717 0.200 1.132



Record 9
12
Properties=species:S:1:pos:R:3 method="wB97M-V/def2-TZVPD" smiles="O=C(S)C1=COCS1" charge=0 e_homo_ev=-8.3
S 2.911 -0.496 -0.034
C -0.197 -1.077 0.047
H -2.837 0.062 0.950
H 3.829 0.416 -0.263
C 1.622 0.742 0.021
H -2.920 0.052 -0.879
C 0.263 0.194 0.019
O 1.828 1.926 0.134
H 0.346 -2.014 0.028
S -1.027 1.404 -0.077
O -1.556 -1.224 0.028
C -2.263 0.014 0.025



Record 10
11
Properties=species:S:1:pos:R:3 method="wB97M-V/def2-TZVPD" multiplicity=4 charge=+4 e_homo_ev="-26.3 / -25.5"
C -0.656 0.151 -0.021
H -1.447 -2.082 -0.085
H -0.662 0.734 -0.950
O -3.535 0.440 -0.669
O 0.939 -0.092 0.274
Tm 2.791 1.456 0.872
C 0.733 -1.375 0.135
H 1.526 -2.113 -0.007
C -0.657 -1.333 -0.110
H -1.061 0.607 0.892
C -4.631 0.518 -0.937



Record 11
11
Properties=species:S:1:pos:R:3 method="wB97M-V/def2-TZVPD" charge=+3 e_homo_ev="-20.7 / -20.1"
H -0.522 -2.064 -1.003
Y 5.506 0.312 1.355
O -2.705 1.620 -0.617
H -1.349 -1.893 0.715
H -0.661 1.789 -0.184
C -0.805 -1.434 -0.154
H -2.638 2.575 -0.709
O 3.448 -0.648 0.828
C -1.472 1.085 -0.392
C -1.271 -0.214 -0.331
C 2.467 -1.127 0.491



Record 12
11
Properties=species:S:1:pos:R:3 method="wB97M-V/def2-TZVPD" smiles=Oc1ccoc1O charge=0 e_homo_ev=-8.4
H -1.493 0.461 -2.169
C -0.046 0.130 -0.740
C 1.198 0.629 -0.154
O 0.249 -0.727 1.385
C -0.634 -0.615 0.288
O -0.469 0.695 -1.974
H 1.784 1.457 -0.654
C 1.317 0.122 1.043
H -2.345 -0.936 0.934
O -1.727 -1.377 0.377
H 2.165 0.162 1.665



Number 1: electronic energy -305.12263 Eh. Number 2: electronic energy -305.20560 Eh. Number 3: electronic energy -305.03144 Eh. Number 4: electronic energy -305.10045 Eh. Number 5: electronic energy -414.12654 Eh. Number 6: electronic energy -703.44756 Eh. Number 7: electronic energy -703.29675 Eh. Number 8: electronic energy -1101.61351 Eh. Number 9: electronic energy -1101.63940 Eh. Number 10: electronic energy -1388.30715 Eh. Number 11: electronic energy -342.24210 Eh. Number 12: electronic energy -380.47180 Eh.